No. 1
C21H25BBaF7O21 | ωB97M-V with the def2-TZVPD basis set

Geometry (Å):
Ba1 -0.5280 0.5560 -1.3717
B1 -2.4391 0.3652 -3.2808
H1 -3.0762 0.4362 -2.3399
H2 -1.9600 1.3879 -3.3760
H3 -1.7713 -0.5300 -3.1324
H4 -3.1234 0.1353 -4.1835
C1 -2.3872 0.7244 4.2036
C2 -2.5091 2.2337 3.8774
O1 -2.4021 2.2859 2.5124
C3 -2.3989 1.0170 1.9548
O2 -2.3673 0.7976 0.7964
O3 -2.3520 0.1329 2.9127
F1 -1.4630 2.8623 4.5288
H5 -3.2840 0.3768 4.7132
H6 -1.5083 0.5476 4.8153
H7 -3.4221 2.7127 4.2275
C4 -2.7274 5.7576 0.1833
C5 -4.0104 4.9666 0.3855
O4 -3.6309 3.6493 0.0370
C6 -2.4885 3.6966 -0.6744
O5 -1.9257 2.7413 -1.1004
O6 -1.9841 4.9354 -0.7138
F2 -4.9762 5.2910 -0.5179
H8 -2.2191 6.0105 1.1091
H9 -2.9981 6.6435 -0.3924
H10 -4.3904 5.0878 1.3969
C7 2.3551 -3.8847 0.8769
C8 1.1187 -4.4163 1.6307
O7 0.0978 -3.5684 1.1916
C9 0.6650 -2.3584 0.9140
O8 0.0770 -1.3413 0.7739
O9 1.9784 -2.5010 0.7764
F3 1.3240 -4.2596 2.9687
H11 2.4051 -4.3153 -0.1159
H12 3.2346 -4.0010 1.4999
H13 0.9855 -5.4718 1.3945
C10 2.4718 4.4222 1.9378
C11 1.1188 5.1086 2.1050
O10 0.2099 4.0561 2.0042
C12 0.7703 3.0750 1.2787
O11 0.2084 2.1373 0.7972
O12 2.0909 3.2602 1.1793
F4 0.9156 5.9200 1.0117
H14 2.8512 3.9568 2.8474
H15 3.1362 5.1173 1.4339
H16 1.0511 5.7361 2.9897
C13 2.3222 -3.6830 -4.6737
C14 2.7511 -4.3171 -3.3715
O13 1.8823 -3.6700 -2.4476
C15 1.3190 -2.5921 -3.0047
O14 0.6613 -1.8229 -2.3690
O15 1.6256 -2.5043 -4.2815
F5 4.0379 -3.9808 -3.0030
H17 1.6087 -4.3392 -5.1822
H18 3.0862 -3.4857 -5.4208
H19 2.6604 -5.3896 -3.1928
C16 -3.2311 -3.8503 1.2754
C17 -3.2908 -4.6138 -0.0670
O16 -2.6629 -3.7429 -0.9273
C18 -2.5448 -2.5057 -0.3800
O17 -2.1107 -1.5741 -0.9582
O18 -3.0194 -2.4993 0.8739
F6 -4.6163 -4.8662 -0.3610
H20 -2.3521 -4.0919 1.8783
H21 -4.1451 -3.9298 1.8578
H22 -2.9035 -5.6274 0.0497
C19 5.3539 -0.3939 -1.8345
C20 5.5023 0.6019 -0.6982
O19 4.1975 1.0963 -0.5933
C21 3.3133 0.2803 -1.1612
O20 2.1257 0.3874 -1.1802
O21 3.9790 -0.7441 -1.7203
F7 6.3297 1.6520 -0.8964
H23 5.9430 -1.2921 -1.6471
H24 5.6381 -0.0646 -2.8356
H25 5.8167 0.0703 0.2057

## Properties
Orbital gap ... 8.3605 eV
HOMO ... -10.26 eV
E_LUMO ... -1.90 eV
Net charge ... +1
F_max ... 2.66 eV/A
ΔE to the lowest compared entry with this formula, charge and spin ... 2.4 kcal per mole

Charges in e, computed with Löwdin, in the same order as the atoms: Ba 2.14; B -0.55; H -0.06; H -0.09; H -0.13; H -0.03; C -0.01; C -0.30; O 0.13; C -0.54; O 0.10; O 0.11; F 0.04; H 0.14; H 0.14; H 0.17; C -0.04; C -0.28; O 0.15; C -0.53; O -0.03; O 0.10; F 0.08; H 0.14; H 0.15; H 0.17; C -0.01; C -0.29; O 0.14; C -0.54; O 0.11; O 0.09; F 0.08; H 0.12; H 0.15; H 0.17; C -0.02; C -0.28; O 0.15; C -0.53; O 0.05; O 0.09; F 0.06; H 0.15; H 0.15; H 0.18; C -0.03; C -0.25; O 0.12; C -0.56; O 0.06; O 0.13; F 0.05; H 0.15; H 0.15; H 0.17; C -0.04; C -0.29; O 0.17; C -0.53; O 0.01; O 0.09; F 0.05; H 0.13; H 0.14; H 0.17; C -0.04; C -0.30; O 0.17; C -0.53; O 0.00; O 0.08; F 0.10; H 0.14; H 0.15; H 0.18



No. 2
C21H25ClFN3O2 | ωB97M-V with the def2-TZVPD basis set

Geometry (Å):
O1 -0.0411 -1.4173 -1.9182
C1 0.0875 -1.5938 -0.7214
N1 -0.9870 -1.8851 0.0761
C2 -0.9564 -2.0631 1.5144
H1 -1.9686 -2.3477 1.8026
C3 -0.5630 -0.8274 2.3565
H2 -1.0749 -0.9194 3.3157
C4 -0.9312 0.5141 1.7121
N2 0.1673 1.0279 0.9079
C5 1.1033 1.8113 1.6985
H3 1.4776 1.2058 2.5266
C6 2.2775 2.2529 0.8242
H4 2.9491 2.9026 1.3884
O2 1.8388 3.0014 -0.2832
C7 0.9309 2.2466 -1.0521
H5 0.6222 2.8879 -1.8791
C8 -0.2810 1.8209 -0.2247
H6 -0.9398 1.2108 -0.8436
H7 -0.8310 2.7209 0.1046
H8 1.4283 1.3501 -1.4480
H9 2.8299 1.3670 0.4793
H10 0.6110 2.7083 2.1178
H11 -1.2120 1.2342 2.4983
H12 -1.8008 0.3807 1.0677
H13 0.5072 -0.8190 2.5694
H14 -0.3018 -2.9063 1.7784
C9 -2.2443 -2.1573 -0.6092
C10 -3.1539 -0.9570 -0.6580
C11 -4.1353 -0.7400 0.3008
C12 -4.9559 0.3720 0.2865
C13 -4.7925 1.3081 -0.7195
C14 -3.8253 1.1178 -1.6928
C15 -3.0173 -0.0055 -1.6624
H15 -2.2621 -0.1640 -2.4177
H16 -3.7014 1.8459 -2.4795
H17 -5.4243 2.1826 -0.7430
H18 -5.7042 0.4900 1.0542
F1 -4.3022 -1.6499 1.2925
H19 -1.9914 -2.4462 -1.6325
H20 -2.7434 -2.9928 -0.1114
N3 1.2956 -1.5726 -0.0678
C16 2.5370 -1.2181 -0.5742
C17 3.5944 -1.1237 0.3330
C18 4.8537 -0.7692 -0.1116
C19 5.0963 -0.5028 -1.4485
C20 4.0438 -0.6057 -2.3427
C21 2.7761 -0.9618 -1.9233
H21 1.9641 -1.0403 -2.6261
H22 4.2169 -0.4029 -3.3885
H23 6.0834 -0.2227 -1.7783
Cl1 6.1438 -0.6484 1.0368
H24 3.4325 -1.3213 1.3825
H25 1.2739 -1.6783 0.9325

## Properties
Orbital gap ... 9.0451 eV
HOMO ... -8.37 eV
E_LUMO ... 0.68 eV
F_max ... 0.57 eV/A
SMILES ... O=C(Nc1cccc(Cl)c1)N(CCCN1CCOCC1)Cc1ccccc1F

Charges in e, computed with Löwdin, in the same order as the atoms: O 0.05; C -0.49; N -0.03; C -0.14; H 0.11; C -0.14; H 0.11; C -0.18; N -0.17; C -0.16; H 0.12; C -0.18; H 0.13; O -0.12; C -0.18; H 0.13; C -0.15; H 0.10; H 0.13; H 0.11; H 0.11; H 0.13; H 0.12; H 0.10; H 0.09; H 0.13; C -0.08; C -0.14; C -0.24; C -0.01; C -0.08; C -0.08; C -0.04; H 0.12; H 0.11; H 0.11; H 0.12; F 0.06; H 0.13; H 0.13; N 0.16; C -0.23; C -0.07; C -0.68; C -0.12; C -0.07; C -0.03; H 0.10; H 0.11; H 0.10; Cl 0.67; H 0.11; H 0.11



No. 3
C21H25ClN6O | ωB97M-V with the def2-TZVPD basis set

Geometry (Å):
O1 -0.1468 -0.3900 2.2178
C1 -0.8561 -1.1893 1.6380
N1 -1.8567 -0.8201 0.8135
H1 -2.4370 -1.5252 0.3861
C2 -2.1987 0.5643 0.5536
C3 -2.6398 0.7423 -0.8964
C4 -2.9597 2.2085 -1.1719
C5 -4.0526 2.7024 -0.2287
C6 -3.6294 2.5111 1.2248
C7 -3.3018 1.0471 1.5007
H2 -4.1950 0.4342 1.3544
H3 -2.9678 0.9219 2.5320
H4 -4.4276 2.8418 1.8920
H5 -2.7470 3.1211 1.4292
H6 -4.9718 2.1428 -0.4161
H7 -4.2589 3.7571 -0.4199
H8 -3.2791 2.3261 -2.2092
H9 -2.0566 2.8058 -1.0278
H10 -3.5295 0.1335 -1.0790
H11 -1.8554 0.3987 -1.5725
H12 -1.2889 1.1450 0.7426
C8 -0.6735 -2.6943 1.7570
H13 -0.3272 -2.9194 2.7663
H14 -1.6161 -3.2126 1.5770
C9 0.3847 -3.1833 0.7519
C10 0.0188 -2.8501 -0.6458
N2 -0.6205 -3.5988 -1.5172
N3 -0.7411 -2.9418 -2.6664
C11 -0.1707 -1.7626 -2.5167
C12 0.0259 -0.6555 -3.3717
C13 0.6372 0.4374 -2.8499
C14 1.0541 0.4395 -1.4719
N4 0.9247 -0.6055 -0.6915
N5 0.3203 -1.6613 -1.2267
N6 1.5385 1.5766 -0.9200
H15 1.9634 2.2429 -1.5465
C15 2.0185 1.5629 0.4475
C16 3.2012 0.6500 0.6514
C17 3.1075 -0.4217 1.5304
C18 4.1715 -1.2864 1.7132
C19 5.3516 -1.0926 1.0148
C20 5.4690 -0.0291 0.1377
C21 4.3963 0.8289 -0.0348
Cl1 4.5797 2.1630 -1.1333
H16 6.3846 0.1359 -0.4096
H17 6.1846 -1.7657 1.1495
H18 4.0817 -2.1151 2.3994
H19 2.1794 -0.5624 2.0636
H20 2.2785 2.5892 0.7161
H21 1.2050 1.2078 1.0857
H22 0.8145 1.3211 -3.4427
H23 -0.3140 -0.7106 -4.3926
H24 0.4895 -4.2651 0.8373
H25 1.3386 -2.7005 0.9753

## Properties
Orbital gap ... 8.9032 eV
HOMO ... -8.61 eV
E_LUMO ... 0.29 eV
F_max ... 1.53 eV/A
SMILES ... O=C(CCc1nnc2ccc(NCc3ccccc3Cl)nn12)NC1CCCCC1

Charges in e, computed with Löwdin, in the same order as the atoms: O 0.04; C -0.51; N 0.11; H 0.15; C -0.32; C -0.14; C -0.19; C -0.21; C -0.20; C -0.14; H 0.12; H 0.12; H 0.11; H 0.12; H 0.11; H 0.11; H 0.11; H 0.11; H 0.13; H 0.09; H 0.14; C -0.08; H 0.12; H 0.12; C -0.09; C -0.30; N 0.06; N 0.05; C -0.30; C 0.02; C 0.01; C -0.31; N 0.20; N 0.02; N 0.03; H 0.10; C -0.15; C -0.24; C -0.04; C -0.08; C -0.08; C -0.11; C -0.59; Cl 0.71; H 0.10; H 0.10; H 0.10; H 0.09; H 0.13; H 0.10; H 0.11; H 0.12; H 0.12; H 0.11